Entry 1:
# C3H7N3O

The molecule C3H7N3O at a distorted geometry (wB97M-V/def2-TZVPD, the OMol25 dataset).

## Properties
SMILES string: C/C=N/N=C\NO
ΔE to the lowest compared entry with this formula, charge and spin in eV: 5.950
Highest occupied orbital energy in Ha: -0.3201
Gap between HOMO and LUMO in eV: 9.34
LUMO in eV: 0.64
E in Ha: -357.831203

Last column: Löwdin charge in e.
Element x y z (Å)
C 1.505 0.279 2.267  -0.09
C 1.438 -0.164 0.800  -0.22
C -0.635 -0.306 -1.690  -0.25
H 0.668 1.202 2.123  0.13
H 1.195 -0.588 3.012  0.10
H 2.439 0.561 2.624  0.01
H 2.339 -0.654 0.555  0.09
H -0.626 -0.395 -2.738  0.10
H -1.676 0.863 -0.441  0.14
H -3.252 -0.588 -2.308  0.21
N 0.406 -0.092 0.053  -0.07
N 0.602 -0.485 -1.242  0.03
N -1.721 0.016 -1.004  -0.05
O -2.684 0.349 -2.010  -0.14

***

Entry 2:
# C3H7N3O

The molecule C3H7N3O (wB97M-V/def2-TZVPD, the OMol25 dataset).

## Properties
SMILES string: [H]/N=C/O/C(=N/[H])NC
ΔE to the lowest compared entry with this formula, charge and spin in eV: 1.800
Highest occupied orbital energy in Ha: -0.3337
Gap between HOMO and LUMO in eV: 9.94
LUMO in eV: 0.86
E in Ha: -357.983721

Last column: Löwdin charge in e.
Element x y z (Å)
C -0.536 0.639 -2.177  -0.08
N -1.050 0.040 -0.959  0.01
C -0.402 -0.088 0.235  -0.52
O 0.894 0.306 0.265  0.01
N -0.809 -0.545 1.355  0.12
C 1.341 -0.044 1.572  -0.31
N 2.033 -1.075 1.731  0.13
H 0.530 0.430 -2.262  0.09
H -0.686 1.726 -2.215  0.08
H -1.046 0.191 -3.037  0.08
H -2.047 -0.092 -0.898  0.13
H -1.651 -1.086 1.394  0.06
H 1.067 0.720 2.302  0.13
H 2.361 -1.122 2.694  0.06

***

Entry 3:
# C3H7N3O

The molecule C3H7N3O (wB97M-V/def2-TZVPD, the OMol25 dataset).

## Properties
ΔE to the lowest compared entry with this formula, charge and spin in eV: 2.443
Highest occupied orbital energy in Ha: -0.3271
Gap between HOMO and LUMO in eV: 9.98
LUMO in eV: 1.07
E in Ha: -357.960090

Last column: Löwdin charge in e.
Element x y z (Å)
C -1.706 1.492 0.533  -0.14
N -0.466 1.101 -0.095  0.05
C 0.202 0.168 0.425  -0.55
N 0.010 -0.515 1.602  0.17
C 0.829 -1.315 -1.140  -0.15
O 1.271 -0.323 -0.308  -0.06
N 1.707 -1.396 -2.129  0.08
H -1.568 2.309 1.254  0.08
H -2.205 0.655 1.043  0.07
H -2.377 1.863 -0.250  0.07
H 0.661 -1.259 1.793  0.10
H -0.327 -0.004 2.403  0.10
H 1.513 -2.054 -2.867  0.09
H 2.457 -0.722 -2.265  0.11

***

Entry 4:
# C3H7N3O

The molecule C3H7N3O at a distorted geometry (wB97M-V/def2-TZVPD, the OMol25 dataset).

## Properties
SMILES string: [H]/N=C/N=C(\[O-])[NH2+]C
ΔE to the lowest compared entry with this formula, charge and spin in eV: 1.884
Highest occupied orbital energy in Ha: -0.3275
Gap between HOMO and LUMO in eV: 9.34
LUMO in eV: 0.43
E in Ha: -357.980623

Last column: Löwdin charge in e.
Element x y z (Å)
C -1.610 -1.208 1.262  -0.05
N -1.190 0.004 0.588  0.01
C -0.079 -0.218 -0.561  -0.54
O -0.205 -1.148 -1.320  0.06
N 0.723 0.782 -0.283  0.03
C 1.857 0.982 -1.053  -0.35
N 2.640 1.948 -0.800  0.07
H -0.762 -1.622 1.795  0.10
H -1.923 -1.929 0.518  0.09
H -2.419 -0.983 1.955  0.09
H -1.976 0.499 0.179  0.15
H -0.473 0.709 1.054  0.19
H 2.005 0.257 -1.865  0.12
H 3.412 1.930 -1.468  0.03

***

Entry 5:
# C3H7N3O

The molecule C3H7N3O at a distorted geometry (wB97M-V/def2-TZVPD, the OMol25 dataset).

## Properties
SMILES string: [H]/N=C/N/C(C)=N\O
ΔE to the lowest compared entry with this formula, charge and spin in eV: 2.682
Highest occupied orbital energy in Ha: -0.3114
Gap between HOMO and LUMO in eV: 9.33
LUMO in eV: 0.85
E in Ha: -357.951308

Last column: Löwdin charge in e.
Element x y z (Å)
C -0.271 -0.315 -1.732  -0.04
C -0.531 -0.359 -0.310  -0.41
C 1.526 1.071 0.355  -0.26
H 0.652 -0.756 -1.980  0.06
H -1.150 -0.753 -2.228  0.09
H -0.130 0.754 -2.042  0.09
H 0.062 0.279 1.509  0.09
H 1.962 1.283 1.346  0.12
H 2.991 1.653 -0.605  0.08
H -2.317 -1.514 1.681  0.12
N 0.288 0.359 0.556  0.08
N 1.988 1.346 -0.784  0.07
N -1.493 -1.058 0.213  -0.01
O -1.487 -0.983 1.568  -0.09

***

Entry 6:
# C3H7N3O

The molecule C3H7N3O at a distorted geometry (wB97M-V/def2-TZVPD, the OMol25 dataset).

## Properties
SMILES string: N/N=C\C/C=N\O
ΔE to the lowest compared entry with this formula, charge and spin in eV: 6.126
Highest occupied orbital energy in Ha: -0.3195
Gap between HOMO and LUMO in eV: 9.55
LUMO in eV: 0.85
E in Ha: -357.824739

Last column: Löwdin charge in e.
Element x y z (Å)
C -1.522 -0.243 -0.202  -0.18
C -0.415 -0.667 0.831  -0.14
C -0.049 0.750 1.034  -0.19
H 0.860 -0.504 -1.237  0.00
H -0.028 -0.180 -2.809  0.09
H -2.493 -0.220 0.175  0.08
H -0.931 -1.250 1.531  0.09
H 0.419 -1.351 0.647  0.11
H -0.845 1.517 1.246  0.13
H 2.850 0.889 0.504  0.19
N 0.175 -0.132 -1.795  0.02
N -1.244 0.012 -1.460  -0.01
N 1.204 1.222 1.037  0.00
O 2.020 0.157 0.497  -0.20

***

Entry 7:
# C3H7N3O2

The molecule C3H7N3O2 at a distorted geometry (wB97M-V/def2-TZVPD, the OMol25 dataset).

## Properties
SMILES string: [H]/N=C(\C(=O)O)N(C)N
ΔE to the lowest compared entry with this formula, charge and spin in eV: 5.717
Highest occupied orbital energy in Ha: -0.3493
Gap between HOMO and LUMO in eV: 9.81
LUMO in eV: 0.31
E in Ha: -433.112678

Last column: Löwdin charge in e.
Element x y z (Å)
C -1.831 0.437 0.391  -0.11
C 0.496 0.612 -0.143  -0.40
C 1.966 0.018 -0.053  -0.41
H -1.823 0.846 1.663  0.15
H -2.173 1.261 -0.348  0.08
H -2.478 -0.531 0.536  0.07
H -0.810 -2.200 -0.265  0.10
H -1.392 -1.045 -1.610  0.13
H 1.037 2.514 -0.417  0.15
H 2.949 -1.479 1.044  0.28
N -0.483 -0.320 0.120  -0.25
N -0.576 -1.386 -0.916  0.03
N 0.144 1.824 -0.172  0.13
O 1.923 -1.145 0.590  0.02
O 3.052 0.594 -0.419  0.01

***

Entry 8:
# C3H7N3O2

The molecule C3H7N3O2 at a distorted geometry (wB97M-V/def2-TZVPD, the OMol25 dataset).

## Properties
SMILES string: CN/N=C\O/C=N\O
ΔE to the lowest compared entry with this formula, charge and spin in eV: 8.094
Highest occupied orbital energy in Ha: -0.2981
Gap between HOMO and LUMO in eV: 8.68
LUMO in eV: 0.57
E in Ha: -433.025313

Last column: Löwdin charge in e.
Element x y z (Å)
C -2.971 0.047 -0.248  -0.17
C 0.357 -0.501 0.347  -0.19
C 2.218 0.946 0.125  -0.18
H -3.703 0.462 -0.943  0.05
H -3.588 0.173 0.877  0.13
H -2.943 -1.081 -0.521  0.10
H -1.160 1.141 -0.106  0.09
H 1.085 -1.337 0.745  0.16
H 2.470 1.875 0.742  0.15
H 3.790 -1.338 -0.218  0.22
N -1.595 0.308 -0.339  -0.17
N -0.989 -0.614 0.384  0.00
N 3.274 0.291 -0.016  -0.03
O 0.939 0.501 -0.345  -0.04
O 2.817 -0.873 -0.483  -0.13